An isolated molecule of C19H24N4O5, computed with wB97M-V/def2-TZVPD.

```
! wB97M-V def2-TZVPD RIJCOSX def2/J DEFGRID3
* xyz 0 1
H -2.91484 1.19247 1.46684
O 1.58003 -2.12157 0.27410
N 1.80920 0.10313 -0.16679
H -4.54595 -1.77257 -0.02043
C -7.93179 -0.68063 0.33122
N -4.50787 0.22480 0.55025
H -3.66151 1.89178 -1.42391
C 3.76082 0.80975 1.12075
H 5.96726 -1.59964 -0.92349
H 3.13348 1.48053 1.68641
H -2.26139 2.50361 -0.52513
O -6.50621 -0.76366 0.27874
C 3.21006 0.02964 0.11297
N -2.20221 0.46333 -1.06852
C -3.10016 -0.66611 -1.21021
H 9.32335 -0.85796 -1.51689
O 1.95326 2.33138 -0.65734
H -3.84331 -0.39378 -1.96696
C -5.85570 0.38666 0.54495
C 5.93311 -0.13233 0.66002
N -0.06431 1.34598 -0.75753
C 8.56573 -0.25665 -1.02178
C 1.30222 1.32120 -0.52779
H -2.54737 -1.53336 -1.56629
H 7.70216 -0.16522 -1.67574
H -0.40399 2.22930 -1.11031
H -8.26967 0.08180 -0.37936
C -3.65237 1.38201 0.67861
C 5.37000 -0.91464 -0.34318
H -8.18719 -2.34373 -1.00753
O -6.40648 1.43637 0.77889
C 8.17915 -0.90471 0.30469
C -2.92679 1.65103 -0.64952
H -3.09370 -1.25633 0.87471
C -3.82331 -0.96960 0.10941
H -8.14340 -2.78686 0.70109
O 7.24072 -0.13756 1.03181
H 9.05301 -0.95400 0.96064
C -8.49832 -2.04571 -0.00985
C 5.10972 0.73224 1.38567
C 1.05042 -1.08263 -0.06071
C -0.89830 0.25699 -0.69478
H 8.96502 0.73822 -0.84202
H 5.55722 1.33124 2.16258
H -8.23166 -0.36369 1.33592
H -0.92970 -1.83703 -0.24254
C 4.01600 -0.82803 -0.61434
C -0.34933 -0.93909 -0.34825
H 7.80873 -1.92525 0.14898
H -9.58280 -2.00801 0.02759
H -4.27628 2.23235 0.95688
H 3.58568 -1.44000 -1.39146
*
```

As for the structure (SMILES): CCOC(=O)N1CCN(c2cc(=O)n(-c3ccc(OCC)cc3)c(=O)[nH]2)CC1. The molar mass comes out at 388.42 g/mol. For the relative energy (zero: lowest compared OMol25 entry of this formula, charge and spin), the calculation gives 159.0 kJ/mol. The total energy is -36292.0397 eV. The calculation puts the orbital gap at 8.71 eV.


The ion C5H12N with charge +1 at a distorted geometry, computed with wB97M-V/def2-TZVPD.

```
! wB97M-V def2-TZVPD RIJCOSX def2/J DEFGRID3
* xyz 1 1
C 0.10527 0.78973 -0.92424
N -1.43199 -1.07490 -0.34061
H -2.14870 1.02644 -0.52501
H 2.44750 1.83046 0.57903
H 0.05295 0.58623 -2.04138
H 2.80776 0.26357 1.22156
H -1.01413 0.63163 0.87102
C -1.16846 0.37366 -0.18171
H 2.10565 0.14034 -1.31525
C -2.05515 -1.71392 0.64420
C 2.00517 0.83830 0.82644
H 0.13722 1.94529 -0.91217
H 1.29622 0.75339 1.71364
H -1.07754 -1.50708 -1.22691
H -2.17870 -2.87660 0.56659
C 1.42068 0.10438 -0.39746
H -2.47511 -1.19275 1.49482
H 1.17137 -0.91817 -0.05256
*
```

As for the structure (SMILES): C=[NH+]CCCC. The molar mass comes out at 86.16 g/mol. For the relative energy (zero: lowest compared OMol25 entry of this formula, charge and spin), the calculation gives 209.8 kJ/mol. The total energy is -6861.3845 eV. The calculation puts the orbital gap at 9.41 eV.


A cluster of 2 separate species, C2H6N2O4 in total at a distorted geometry, computed with wB97M-V/def2-TZVPD.

```
! wB97M-V def2-TZVPD RIJCOSX def2/J DEFGRID3
* xyz 0 1
O -0.09121 2.57496 0.07545
H -1.57546 0.75965 -1.51635
H 1.43623 -2.38199 0.44532
H 2.09493 -0.78721 0.07027
C 1.69072 -1.38739 0.87634
H -2.92844 0.60775 -0.37913
C -2.05374 0.21847 -0.84509
N -0.18868 -0.59375 -0.02524
H -2.22071 -0.88218 -1.16639
H 2.03044 -1.32644 1.94022
N 0.74207 1.86879 -0.38202
O 0.43436 -0.81113 1.14609
O -1.26149 0.08485 0.31105
O 1.89099 2.05561 -0.55053
*
```

The molar mass comes out at 122.08 g/mol. For the relative energy (zero: lowest compared OMol25 entry of this formula, charge and spin), the calculation gives 964.0 kJ/mol. The total energy is -13332.8202 eV. The calculation puts the orbital gap (spin up / spin down) at 10.67 / 6.56 eV.


A structure of composition C33H35Cl5MnN4P2 at a distorted geometry, computed with wB97M-V/def2-TZVPD.

```
! wB97M-V def2-TZVPD RIJCOSX def2/J DEFGRID3
* xyz 0 6
Cl 3.06248 0.17052 -2.12745
C -0.62599 6.29619 -0.34750
H -4.95329 -0.00588 0.94141
C -2.67431 -0.70263 -6.31323
H 1.07874 -1.06878 -1.99827
H -5.54268 2.44152 -5.09456
C -2.90254 1.75225 -6.09956
C -0.98827 3.37239 -3.66357
C -0.40626 5.67319 0.92713
H -3.09374 3.11457 -4.52826
C 1.56166 1.48721 1.97792
C -0.97155 5.30578 -1.24711
H -0.58376 3.49619 1.46851
C -0.00562 -1.26809 -1.81330
C -4.35374 -1.49412 2.48038
C -2.79437 -0.71334 -4.80673
H 1.31509 1.60049 -2.73495
C -3.46133 2.22415 -4.98390
C -3.02855 -4.19243 -3.31867
Cl 1.00928 1.88457 3.56142
C -3.24008 -2.40155 2.46952
N -3.15086 -2.41391 -1.86982
H -1.33108 -2.77728 -3.01430
N -3.25553 -1.26550 0.50489
H -3.16168 -1.59700 -6.74694
C -3.65445 0.76916 -1.34497
P -2.60800 -0.68908 -0.98951
H -0.53983 7.35405 -0.55786
H -5.11345 -4.91329 -2.93354
H -0.06059 -0.99231 -0.72746
C -4.02209 -0.47501 -4.18799
H 0.75704 0.90443 -5.20543
H -3.47077 2.91458 -1.72313
H -1.66713 -2.67480 0.89226
H -0.61163 3.14454 -5.81917
H -5.16808 -2.78304 -1.19871
H -0.11510 6.15271 1.84461
C -0.64207 4.32788 0.78215
C -4.32233 -0.79650 1.28972
C 0.33692 1.62941 -3.10243
C -0.51566 2.78151 -4.82641
H -1.18556 5.41496 -2.29379
C -4.32390 -4.20043 -2.73026
H -3.93344 0.76607 -2.40379
C 2.92669 1.66316 1.59822
Cl 5.01293 1.51234 -0.16611
C -5.12699 0.36831 -4.62739
H -5.43302 0.15349 -5.64785
C 0.16606 1.55576 -4.52579
H -2.61477 -4.87342 -4.06181
H -0.15799 -2.36722 -1.79148
H -5.09152 -1.39110 3.26369
C -4.36002 -3.10461 -1.85314
C 3.37707 1.34585 0.30131
H -4.93103 2.19108 -3.47665
C -3.26792 0.56482 -6.92112
C -4.82183 1.86361 -4.51008
C 1.08669 0.92101 -0.28076
C -2.57310 -2.23388 1.27217
H -2.97692 -3.10649 3.24189
H -1.60800 -0.80713 -6.54877
H -4.60756 0.63340 -0.82052
H -6.03193 0.17497 -4.04415
Mn -1.20676 -0.01688 -3.75721
C 2.40695 0.86128 -0.62464
H -2.10688 2.29160 -6.57352
C 0.65048 1.06964 1.00155
H -2.24127 -1.63423 -4.48639
N -0.97688 4.07307 -0.56792
H -4.35986 0.48717 -6.99666
H -1.68776 4.17221 -3.54877
H -3.38575 2.46446 -0.03389
P -1.18013 2.45555 -1.00980
H -4.28246 -1.06867 -3.30702
C -3.06121 2.15598 -1.03819
N -0.48885 2.69891 -2.56395
H -2.84889 0.66207 -7.93430
C -2.35479 -3.08619 -2.80113
Cl -1.00167 0.78761 1.49948
Cl 4.03698 2.27574 2.71792
*
```

The molar mass comes out at 781.82 g/mol. For the relative energy (zero: lowest compared OMol25 entry of this formula, charge and spin), the calculation gives 822.4 kJ/mol. The total energy is -153246.8081 eV. The calculation puts the orbital gap (spin up / spin down) at 6.14 / 4.87 eV.


A structure of composition C5H16O3 at a distorted geometry, computed with wB97M-V/def2-TZVPD.

```
! wB97M-V def2-TZVPD RIJCOSX def2/J DEFGRID3
* xyz 0 1
H 2.13525 0.08249 2.62364
H 2.92991 -1.11089 3.14453
C 1.18673 -0.89345 -1.30139
H -1.99248 -0.82373 -0.76595
H -1.02838 -2.21984 -1.34715
H -1.68251 0.02166 1.57452
O 0.30136 2.01748 -1.46810
H 1.82395 -1.76855 -1.14008
H 1.09968 0.87288 0.55370
H 0.40846 -0.89265 0.94348
H -2.57545 1.54950 -1.70893
O -1.97635 1.07107 -1.12838
C -0.94324 0.78485 1.41333
C -1.18741 -1.52556 -0.53479
H -1.48885 1.58044 0.90124
H -0.61002 1.19968 2.35419
C 0.07478 -0.74841 -0.32147
H 0.29953 2.80936 -2.00957
H -1.35084 -2.16446 0.32497
C 0.19932 0.28774 0.60534
O 2.53641 -0.74899 2.33947
H 1.78199 0.00369 -1.32276
H -0.69321 1.63046 -1.44302
H 0.75137 -1.01477 -2.28680
*
```

The molar mass comes out at 124.18 g/mol. For the relative energy (zero: lowest compared OMol25 entry of this formula, charge and spin), the calculation gives 334.8 kJ/mol. The total energy is -11583.4296 eV. The calculation puts the orbital gap at 7.97 eV.


A structure of composition C5H20N7O9P2S4Sn at a distorted geometry, computed with wB97M-V/def2-TZVPD.

```
! wB97M-V def2-TZVPD RIJCOSX def2/J DEFGRID3
* xyz -1 1
O 2.87610 2.73386 -2.08714
H -0.06392 2.94686 0.34647
H -1.40967 -0.43442 2.86952
H 2.76913 -1.52612 -2.99982
H -2.93481 -0.93538 0.35845
H -4.01579 -2.27685 -0.14194
O -0.10440 2.56929 3.72967
H 3.22478 1.77957 -0.19379
H -0.27691 -3.76138 0.61680
H 4.72852 -1.20828 -1.05302
H -0.30521 -2.07236 0.69825
H -0.43761 0.06472 4.29608
N 3.86407 0.96616 -0.40856
C 3.33216 0.20022 -1.38726
O 0.83878 2.13475 -2.61055
O -2.86447 2.87992 2.20817
S -2.74298 1.22806 -2.89790
H -3.13861 -1.51453 -2.15970
Sn -0.57399 0.03382 -1.68018
C -1.11183 0.41648 3.49043
C -0.42647 1.57102 2.78590
H 1.58484 -0.75201 2.55870
C -2.14124 -2.94836 0.69700
N -2.41203 -1.81800 -1.46850
H 4.12578 -2.39431 -2.84104
H -3.66371 2.69181 1.66370
O 1.03461 1.76347 0.44733
S 0.03254 -1.10744 -4.22889
O 1.30963 -0.36239 1.73616
P 1.16731 1.21012 1.90459
O 2.23371 1.72854 2.81262
N 3.34004 -2.01096 -2.29880
H -2.03438 -2.71364 -1.75776
O -0.89613 3.37701 0.75453
H 0.89172 2.73756 3.55642
C -2.95582 -1.92633 -0.12622
O -2.02917 1.07768 0.59413
H -2.53744 -3.97161 0.60527
H -2.08733 0.75872 3.91238
H 4.06433 0.49260 0.45780
S -1.50680 -0.73245 -5.41116
N 2.32682 0.51788 -2.22482
N -0.75926 -2.90450 0.29428
H -2.26419 -2.67562 1.76702
S -2.32747 1.14269 -4.84390
N 1.99942 1.84263 -2.27796
N 3.90134 -0.98702 -1.58338
P -1.62400 2.16853 1.52063
*
```

The molar mass comes out at 631.18 g/mol. For the relative energy (zero: lowest compared OMol25 entry of this formula, charge and spin), the calculation gives 0.0 kJ/mol. The total energy is -102123.7018 eV. The calculation puts the orbital gap at 5.85 eV.


What is the formula in the third record? C2H6N2O4


Which formula does entry 5 have? C5H16O3


What is the relative energy (zero: lowest compared OMol25 entry of this formula, charge and spin) in the fifth record? 334.8 kJ/mol